(1)
This record from the OMol25 dataset describes a structure of composition C12H11IrNO4 in a non-equilibrium geometry. The level of theory is the ωB97M-V functional and the def2-TZVPD basis.

```
29
Properties=species:S:1:pos:R:3:forces:R:3:lowdin_spin:R:1
Ir -0.00075 0.13181 -0.47686 0.000 0.736 0.206 0.941
C 0.02632 0.64695 1.39634 0.048 0.813 5.088 0.106
O 0.03801 0.92588 2.52231 -0.038 -0.852 -4.165 0.032
C -0.00278 2.01457 -0.88549 -0.010 6.769 -0.663 0.104
O -0.00225 3.18484 -0.86644 0.000 -5.409 -0.179 0.033
C -1.97206 -0.12177 -0.49773 -4.423 -0.484 0.745 0.165
O -3.11607 -0.18103 -0.30492 4.003 0.342 -0.823 0.093
C 1.96514 -0.13132 -0.55243 4.894 -0.510 0.667 0.166
O 3.11935 -0.19022 -0.39398 -4.469 0.360 -0.757 0.096
C -0.00508 -1.48402 -4.28511 0.015 -4.290 0.543 0.488
H 0.93109 -2.04665 -4.20268 -0.249 0.153 0.024 0.018
H -0.93832 -2.04708 -4.17839 0.243 0.155 0.016 0.018
C -0.00814 -0.18130 -4.59107 -0.005 4.192 -1.406 0.475
H -0.94356 0.36956 -4.74144 0.255 -0.124 0.082 0.016
H 0.92515 0.36648 -4.76538 -0.259 -0.121 0.088 0.016
N 0.00117 -2.13623 0.43730 0.105 -1.458 0.725 0.161
C -0.01559 -2.43091 1.86359 -0.225 -0.238 -1.280 0.033
C 1.19445 -2.61251 2.53242 -0.548 0.607 -1.824 0.278
C 1.16616 -2.88895 3.90484 -0.630 -0.155 2.415 0.211
C -0.05170 -2.94736 4.59733 0.141 -0.292 0.117 0.012
C -1.25175 -2.85407 3.88110 0.415 -0.162 2.328 0.221
C -1.24690 -2.57676 2.50804 0.848 0.612 -1.875 0.271
H 0.85575 -2.53275 0.02112 -0.738 -0.061 0.049 0.007
H -0.83795 -2.53370 -0.00207 0.651 -0.115 0.048 0.007
H 2.13750 -2.48773 1.98620 -0.261 -0.199 0.354 0.010
H 2.10217 -3.01584 4.44647 -0.149 -0.042 -0.079 0.006
H -0.06453 -3.11200 5.68648 0.005 0.027 -0.699 -0.003
H -2.20292 -2.95500 4.40311 0.174 -0.046 -0.079 0.007
H -2.17298 -2.42328 1.94386 0.206 -0.208 0.336 0.010
```
Positions in Å, forces in eV/Å.

Results
Net charge: +3
Highest occupied orbital energy (alpha / beta), eV: -17.30 / -19.84
Kohn-Sham gap (alpha / beta), eV: 6.414 / 4.421
Spin multiplicity: 5
E_tot, Eh: -922.60443
LUMO level (alpha / beta), eV: -10.9 / -15.4
Maximum force, eV Å⁻¹: 6.8
<S²>: 6.03

=====

(2)
This record from the OMol25 dataset describes a cluster of 2 separate species, C3H9NO3S in total in a non-equilibrium geometry. The level of theory is the ωB97M-V functional and the def2-TZVPD basis.

```
17
Properties=species:S:1:pos:R:3:forces:R:3:lowdin_spin:R:1
C -0.64027 -1.42741 -0.29532 0.754 -0.630 -0.037 0.036
C -1.73960 -0.75320 -1.11420 -1.007 0.485 -1.078 0.057
S -1.51617 -1.02690 -2.95189 0.367 0.512 0.913 0.798
N -0.26387 -0.61308 0.83611 -1.230 0.537 -1.149 0.041
C 0.85392 -0.90114 1.56387 -0.770 0.558 0.749 0.003
O 1.11513 0.17595 2.37049 0.423 -1.213 -0.848 0.001
O 1.38881 -1.96998 1.53677 0.600 0.148 0.017 0.009
H 0.27947 -1.61484 -0.88286 -0.369 -0.160 -0.113 0.007
H -1.03446 -2.39310 0.00836 0.214 -0.178 0.173 0.004
H -2.75002 -1.19430 -1.03551 0.477 -0.006 0.532 0.015
H -1.84747 0.31985 -0.91163 0.176 -0.221 -0.323 0.000
H -1.23878 0.24918 -3.35080 -0.020 -0.295 0.125 0.027
H -0.53113 0.35176 0.75027 0.095 0.219 0.469 0.001
H 1.95804 -0.06225 2.77134 0.280 0.244 0.537 0.000
H 1.59604 2.94689 0.04977 0.107 0.252 0.307 0.000
H 2.18367 4.21573 0.72786 -0.132 0.072 0.407 0.000
O 2.18668 3.69683 -0.07265 0.034 -0.325 -0.679 0.000
```
Positions in Å, forces in eV/Å.

Results
Net charge: +1
Highest occupied orbital energy (alpha / beta), eV: -14.06 / -14.06
Kohn-Sham gap (alpha / beta), eV: 9.571 / 4.450
Spin multiplicity: 2
E_tot, Eh: -798.03093
LUMO level (alpha / beta), eV: -4.5 / -9.6
Maximum force, eV Å⁻¹: 1.8
<S²>: 0.75

=====

(3)
This record from the OMol25 dataset describes the molecule C2H8N2O2 in a non-equilibrium geometry. The level of theory is the ωB97M-V functional and the def2-TZVPD basis.

```
14
Properties=species:S:1:pos:R:3:forces:R:3:nbo_charge:R:1
N -1.16806 -1.17368 0.40474 0.203 -1.584 -1.183 -0.663
N -0.66842 0.11717 0.34618 1.819 2.301 -3.238 -0.284
C 0.73705 0.17166 0.58351 0.432 -1.921 4.138 0.047
O 0.91597 -0.44671 2.00987 0.295 1.603 -1.806 -0.768
C -0.64836 0.73055 -1.16537 -2.007 -0.926 1.742 0.055
O 0.14062 0.16009 -2.17117 0.318 -0.136 0.678 -0.702
H -1.35164 -1.45771 1.35961 0.151 0.458 0.031 0.373
H -0.45657 -1.83631 0.03117 -0.685 0.338 0.309 0.322
H 1.10438 1.19859 0.52788 0.033 -0.149 0.113 0.178
H 1.36952 -0.54391 0.04312 -0.268 0.213 -0.473 0.153
H 1.13377 0.27917 2.61161 -0.162 -0.182 -0.172 0.466
H -1.67116 0.54336 -1.45343 -0.251 0.095 -0.247 0.192
H -0.49268 1.80211 -1.04040 0.253 -0.079 0.125 0.162
H 1.05559 0.45563 -2.08732 -0.130 -0.029 -0.015 0.468
```
Positions in Å, forces in eV/Å.

Results
SMILES: NN(CO)CO
Highest occupied orbital energy, eV: -9.48
Kohn-Sham gap, eV: 10.140
E_tot, Eh: -340.90432
LUMO level, eV: 0.7
Maximum force, eV Å⁻¹: 4.6

=====

(4)
This record from the OMol25 dataset describes a structure of composition C33H44As3N5O3STi in a non-equilibrium geometry. The level of theory is the ωB97M-V functional and the def2-TZVPD basis.

```
90
Properties=species:S:1:pos:R:3:forces:R:3:lowdin_spin:R:1
Ti 1.09479 -0.07953 -1.22443 -0.368 0.840 0.946 0.010
O 1.43335 -1.75839 -0.35027 0.130 -0.826 0.235 0.042
C 1.58204 -2.97716 -0.85327 -0.159 -0.077 -0.031 0.086
C 1.83054 -4.06154 -0.00879 0.057 -0.027 0.037 -0.006
C 1.76976 -5.36805 -0.46947 0.005 0.086 -0.043 0.110
C 1.47059 -5.62902 -1.80865 -0.007 -0.062 0.020 -0.006
C 1.31158 -4.57719 -2.68352 0.008 0.014 -0.062 0.092
C 1.41937 -3.23805 -2.25728 -0.110 0.148 0.193 0.024
C 1.38267 -2.16293 -3.16706 0.146 -0.179 -0.077 0.407
N 2.02302 -0.99426 -2.73049 0.906 -0.311 0.179 0.063
N 3.42062 -1.04331 -2.55555 0.367 -0.069 -0.254 0.014
C 3.78737 -0.27125 -1.56805 -0.119 -0.301 -0.155 0.012
O 2.96762 0.30117 -0.75205 1.412 0.035 -0.255 0.002
C 5.23888 0.03540 -1.47384 0.040 -0.018 0.128 0.001
C 5.63925 1.16321 -0.76882 0.028 0.028 0.059 0.002
C 6.98018 1.52388 -0.73612 -0.007 -0.005 0.014 0.000
C 7.92580 0.75419 -1.39844 -0.031 0.015 0.018 0.003
C 7.52646 -0.38092 -2.09624 -0.013 -0.001 0.006 0.000
C 6.18787 -0.73627 -2.14066 -0.001 -0.039 0.014 0.002
H 2.06025 -3.85769 1.02918 -0.053 0.021 0.018 -0.003
H 1.93971 -6.18544 0.22119 0.010 0.005 -0.017 0.008
H 1.38852 -6.64974 -2.16188 0.013 0.022 0.000 -0.003
H 1.13168 -4.76281 -3.73730 0.010 0.002 0.026 0.004
H 1.07015 -2.24800 -4.19637 0.040 0.137 -0.055 0.019
H 4.88825 1.75952 -0.26615 -0.008 -0.024 -0.026 0.000
H 7.28360 2.41265 -0.19496 0.001 -0.028 -0.016 0.000
H 8.97102 1.04008 -1.37380 -0.016 -0.021 -0.005 0.000
H 8.26228 -0.98399 -2.61511 -0.020 0.004 0.013 0.000
H 5.85367 -1.60611 -2.69186 0.027 0.049 -0.003 0.000
N 3.31960 3.29662 -2.82600 0.019 -0.023 -0.022 0.001
C 2.41161 2.28750 -2.62408 -0.301 -0.118 0.049 0.002
S 1.30193 2.45336 -1.28587 -0.403 0.257 0.102 0.004
N 2.45439 1.29042 -3.44894 0.211 -0.232 -0.045 0.000
N 1.44129 0.32702 -3.16316 -0.285 0.855 -1.313 0.005
C 0.49308 0.25774 -4.21948 0.028 -0.083 0.226 0.049
C -0.89159 0.17463 -4.01239 0.217 0.016 0.180 0.004
C -1.82578 0.32201 -5.07130 -0.025 -0.022 0.012 0.006
C -3.18701 0.23289 -4.86341 0.058 -0.014 0.022 0.002
C -3.70289 -0.03491 -3.59379 -0.081 -0.008 -0.006 0.006
C -2.81265 -0.20386 -2.54153 0.104 -0.004 0.186 0.003
C -1.44433 -0.08380 -2.73084 -0.420 0.239 -0.168 0.001
O -0.59547 -0.19504 -1.69168 -1.431 -0.415 -0.741 0.032
H 3.06434 4.18940 -2.44369 0.030 0.033 0.020 0.000
H 3.77134 3.29624 -3.72760 -0.056 0.021 0.006 0.000
H 0.91261 0.43972 -5.19762 0.073 0.027 -0.002 0.003
H -1.44105 0.52312 -6.06597 -0.021 0.026 0.019 0.000
H -3.86514 0.37812 -5.69783 0.033 -0.019 -0.004 0.000
H -4.77181 -0.10121 -3.42728 0.055 -0.031 -0.015 0.000
H -3.16449 -0.42418 -1.53747 0.000 0.022 -0.024 0.000
C -1.83577 4.18869 1.61310 0.112 -0.059 -0.031 0.000
As -1.73018 2.46589 0.64468 -0.019 0.176 0.071 0.000
C -2.64411 3.15061 -0.94743 0.045 -0.081 -0.086 0.000
C -3.35962 1.62816 1.38121 -0.042 -0.240 -0.072 0.000
C -3.24192 0.74571 2.63380 0.307 -0.070 -0.053 0.000
C -4.67561 0.38883 3.05298 0.068 0.012 0.127 0.000
C -2.49834 -0.58825 2.37589 -0.047 0.213 -0.238 0.000
As -0.81649 -0.92785 1.29715 -0.513 0.333 1.101 0.000
C 0.53610 -0.16241 2.51489 -0.018 -0.063 -0.016 0.000
C -0.75241 -2.75138 2.04487 0.092 -0.069 -0.229 -0.001
C -2.52512 1.57150 3.72063 -0.032 -0.224 -0.099 0.000
As -2.31100 1.10865 5.63744 -0.066 0.048 0.084 0.000
C -2.27834 -0.85092 5.82582 -0.004 -0.025 -0.104 0.000
C -4.16376 1.32511 6.27483 -0.051 0.002 -0.028 0.000
H -2.86687 4.54321 1.66683 -0.011 -0.011 -0.014 0.000
H -1.23960 4.90645 1.04764 -0.016 0.021 0.029 0.000
H -1.42354 4.11749 2.61955 -0.001 -0.027 -0.040 0.000
H -3.57085 3.65317 -0.66346 0.008 0.010 0.029 0.000
H -2.86934 2.33424 -1.63323 0.044 -0.018 0.006 0.000
H -1.98696 3.85199 -1.45855 0.040 0.006 -0.005 0.000
H -3.75892 1.02025 0.56169 -0.027 0.024 -0.011 0.000
H -4.07932 2.43013 1.57377 -0.048 0.018 -0.038 0.000
H -5.21750 -0.02721 2.19992 0.016 0.000 0.027 0.000
H -5.21534 1.27659 3.39816 0.017 -0.056 0.004 0.000
H -4.68218 -0.35914 3.85049 -0.017 0.059 -0.010 0.000
H -3.19576 -1.26136 1.86390 -0.033 -0.035 0.040 0.000
H -2.28712 -1.03125 3.34299 -0.034 -0.133 0.089 0.000
H 0.32914 -0.36282 3.56751 -0.042 -0.033 0.014 0.000
H 0.60974 0.91215 2.35584 -0.027 0.067 -0.001 0.000
H 1.49290 -0.60845 2.24113 0.022 -0.024 0.026 0.000
H -1.05050 -2.76740 3.09348 0.006 0.076 0.021 0.000
H 0.25411 -3.14774 1.95065 0.031 0.022 -0.033 0.000
H -1.41784 -3.39851 1.47340 -0.021 -0.008 0.010 0.000
H -3.00350 2.55543 3.79007 0.023 0.023 -0.002 0.000
H -1.50531 1.75547 3.37442 0.058 0.028 0.059 0.000
H -1.34074 -1.26059 5.45106 -0.015 0.005 -0.014 0.000
H -3.11505 -1.34779 5.33539 0.014 0.023 -0.008 0.000
H -2.33210 -1.05375 6.89627 0.014 0.033 0.017 0.000
H -4.56450 2.28115 5.93540 0.030 -0.011 0.003 0.000
H -4.15719 1.32713 7.36466 0.027 0.006 0.010 0.000
H -4.81815 0.52462 5.93112 0.019 0.034 -0.022 0.000
```
Positions in Å, forces in eV/Å.

Results
Net charge: -1
Highest occupied orbital energy (alpha / beta), eV: -2.98 / -2.96
Kohn-Sham gap (alpha / beta), eV: 5.442 / 5.007
Spin multiplicity: 2
E_tot, Eh: -9738.36875
LUMO level (alpha / beta), eV: 2.5 / 2.0
Maximum force, eV Å⁻¹: 1.7
<S²>: 0.79